C25H43BrN5O4Ti | wB97M-V/def2-TZVPD

As for the charge: +3. The calculated total energy is -4975.77734 hartree.

Cartesian coordinates (Å):
Ti -0.31204 1.61899 -0.66649
C 3.68348 -1.89228 -1.67617
C 3.02288 -1.16043 -0.51290
C 2.32526 -2.11329 0.49522
C 1.18988 -3.12689 0.18832
C 1.39951 -4.03733 -1.01663
C 0.96363 -3.95349 1.45065
N -0.07882 -2.30049 -0.06679
C -1.44987 -2.90877 0.02518
C -2.52390 -1.84519 -0.22377
N -2.38550 -0.55645 0.51946
C -3.46760 0.32443 0.02133
C -2.89869 1.25863 -1.01141
O -3.10127 1.31569 -2.16930
O -1.92674 2.10604 -0.39635
C -2.34890 -0.72182 2.01388
C -3.55765 -0.15806 2.76021
C -1.00606 -0.32697 2.68869
C -0.25057 1.01523 2.53954
C 0.76789 1.05215 3.68616
C -1.14784 2.23862 2.66925
N 0.51107 1.00406 1.15658
C 1.96856 1.39845 1.19067
C 2.60740 1.27883 -0.20629
N 2.21765 0.04793 -0.91950
C 1.95007 0.21314 -2.34943
C 0.52181 -0.22448 -2.65962
O 0.12413 -0.83308 -3.58489
O -0.34172 0.14763 -1.59750
H 4.24423 -2.73923 -1.27874
H 4.40614 -1.25056 -2.18489
H 2.98348 -2.28036 -2.41956
H 3.84885 -0.75710 0.07857
H 1.99116 -1.52029 1.36288
H 3.13347 -2.73023 0.89489
H 2.40169 -4.46531 -0.99042
H 1.28249 -3.51399 -1.97155
H 0.69359 -4.87025 -0.99732
H 1.87552 -4.50832 1.67303
H 0.16918 -4.69126 1.32093
H 0.73683 -3.33004 2.32285
H -0.10524 -1.54650 0.60623
H 0.00112 -1.86147 -0.97753
H -1.53705 -3.36453 1.00504
H -1.53799 -3.69163 -0.72390
H -3.48461 -2.31567 0.00547
H -2.53475 -1.60154 -1.28877
H -3.87268 0.93622 0.82310
H -4.28749 -0.22795 -0.42900
H -2.39878 -1.79837 2.18710
H -3.58782 0.93418 2.79005
H -3.52467 -0.50989 3.79206
H -4.49478 -0.52164 2.33165
H -0.26083 -1.12313 2.52021
H -1.20738 -0.41024 3.75804
H 0.21077 1.10116 4.62074
H 1.40547 1.93530 3.65527
H 1.39550 0.15677 3.73003
H -1.68627 2.16649 3.61353
H -1.88384 2.33939 1.87704
H -0.55211 3.15268 2.72133
H 0.57515 0.02027 0.91689
H 2.50067 0.75679 1.88213
H 2.06786 2.41832 1.54584
H 3.68911 1.35495 -0.07738
H 2.32949 2.14875 -0.81341
H 2.62207 -0.31955 -3.00748
H 2.02460 1.26539 -2.62663
Br 0.39433 4.26859 -0.02162
C -0.13264 4.21686 -1.85297
C -0.44195 5.34441 -2.55392
C -0.84039 5.15005 -3.87828
C -0.91448 3.86393 -4.39822
C -0.59585 2.79302 -3.59546
N -0.18634 2.96791 -2.32109
H -0.37499 6.32590 -2.10445
H -1.09529 6.00635 -4.49140
H -1.23104 3.68596 -5.41742
H -0.66957 1.77861 -3.96156

Cartesian forces (eV/Å) of the 2 atoms listed first:
Ti 0.678 1.047 0.648
C 0.056 -0.044 -0.052

---

C25H43Cl5EuN3O6Si | wB97M-V/def2-TZVPD

The spin multiplicity is 7. As for the charge: 0. The energy above the lowest of the compared OMol25 structures with the same formula, charge and spin is 0.0 kcal per mole.

Cartesian coordinates (Å):
C 3.99254 1.39439 -1.20054
C 3.70988 1.03808 0.21923
H 4.82590 2.09553 -1.28683
H 3.09092 1.83425 -1.65162
H 4.24693 0.49769 -1.78478
C 4.33283 1.57206 1.28247
C 5.31329 2.69177 1.20455
H 4.14071 1.18736 2.28460
H 5.08425 3.37942 0.37698
H 6.35327 2.35195 1.08658
H 5.27419 3.26442 2.13947
Eu -1.70249 0.56427 -0.39693
Cl -3.07956 2.71071 -1.19453
C -0.83002 -1.85061 2.05515
O -1.32538 -0.79916 1.59375
N -1.14176 -2.36079 3.25318
C -2.00891 -1.61951 4.15455
C -0.61454 -3.63428 3.73265
H -0.09486 -2.44100 1.47950
H -2.60081 -0.90658 3.57558
H -1.42013 -1.08262 4.91481
H -2.65697 -2.34017 4.66652
H -0.30468 -4.25576 2.88540
H -1.40493 -4.14333 4.29927
H 0.24856 -3.48710 4.39918
H -6.48438 -2.93682 -1.67791
H -5.24553 -3.77989 -3.55740
C -5.94927 -1.98135 -1.69346
C -4.62332 -2.87984 -3.61943
N -4.66310 -2.16625 -2.34513
H -5.76002 -1.61777 -0.68106
C -3.59901 -1.52494 -1.86027
O -3.64408 -0.74870 -0.86529
H -3.59396 -3.16535 -3.84991
H -2.64595 -1.72689 -2.36812
H -6.55737 -1.24321 -2.23546
H -5.00640 -2.25716 -4.44109
H 1.35784 3.34358 0.11035
H 2.38848 3.38724 2.86107
C 0.59893 3.91308 0.66518
C 1.39469 3.83485 3.01689
N 0.45400 3.36150 2.00839
H -0.35565 3.86653 0.12849
C -0.53935 2.50625 2.30834
O -1.32245 2.04390 1.45873
H 1.03153 3.55604 4.01356
H -0.60897 2.24234 3.38251
H 0.93200 4.95162 0.77023
H 1.48961 4.92523 2.94091
O 1.42172 0.91336 0.04122
C 2.46061 0.15823 0.38132
C 1.83176 0.28925 2.83048
C 2.31616 -0.48466 1.78099
H 1.53483 1.32046 2.60312
C 1.73540 -0.24939 4.11408
H 2.50200 -0.68129 -0.33855
C 2.63675 -1.82165 1.98871
H 1.32326 0.36434 4.91910
C 2.17155 -1.55596 4.34903
C 2.61845 -2.34371 3.28106
H 2.90378 -2.42742 1.11668
H 2.13731 -1.96749 5.35962
H 2.93783 -3.37302 3.44753
Si -0.48067 1.65201 -4.24528
Cl 0.19273 1.53636 -2.20838
C -1.64607 3.10334 -4.41898
C -1.26383 0.00247 -4.63459
C 1.00138 2.00070 -5.32049
H -2.22169 3.23613 -3.48736
H -2.34437 2.94083 -5.25544
H -1.07174 4.01781 -4.63603
H 1.31373 3.04716 -5.18945
H 0.74358 1.85867 -6.38140
H 1.83386 1.32983 -5.06873
H -1.30012 -0.64639 -3.74701
H -0.68482 -0.50748 -5.42058
H -2.28590 0.15330 -5.01445
Cl -1.04980 -4.28080 -2.71741
C -0.66337 -3.88062 -1.03012
Cl -2.17232 -3.76970 -0.09252
Cl 0.36968 -5.11470 -0.29351
C 0.09162 -2.45931 -1.07105
O 1.31408 -2.45447 -0.88451
O -0.68387 -1.47119 -1.31546

Cartesian forces (eV/Å) of the 2 atoms listed first:
C 0.012 0.281 -0.284
C -0.174 -0.261 1.240

---

C25H43F3InP2 | wB97M-V/def2-TZVPD

As for the charge: +1. The energy above the lowest of the compared OMol25 structures with the same formula, charge and spin is 162.2 kcal per mole.

Cartesian coordinates (Å):
In 0.75052 -0.08163 -0.27930
C -2.24362 3.33487 -1.06949
C -2.60881 2.27805 -1.96693
C -4.22320 2.41180 -0.33816
C -3.25870 3.42495 -0.08968
C -3.83778 1.71620 -1.50078
C -1.04949 4.19862 -1.15201
H -0.42618 3.92224 -2.01461
H -0.44241 4.11345 -0.23181
H -1.35328 5.25635 -1.25410
C -3.25374 4.33081 1.06509
H -2.71083 5.24823 0.84931
H -2.77892 3.87673 1.94386
H -4.26653 4.60232 1.37084
C -5.39895 2.11666 0.51497
H -5.92486 3.04170 0.79401
H -5.07260 1.62694 1.44838
H -6.09474 1.44454 -0.00397
C -4.57930 0.60468 -2.14676
H -5.46922 0.99033 -2.67374
H -4.93614 -0.12134 -1.39824
H -3.95452 0.06974 -2.87687
C -1.89856 1.91123 -3.20378
H -2.32786 2.43763 -4.07285
H -1.97451 0.83464 -3.41644
H -0.83620 2.17726 -3.15755
C 4.23953 -1.43942 1.12971
C 4.23245 -0.38937 0.10767
C 4.53925 -0.82239 -1.30504
C 3.56757 -1.82794 -1.95024
C 2.27314 -1.86609 -1.23380
C 2.03813 -2.76080 -0.23953
C 3.07336 -3.63705 0.35943
C 4.35519 -2.96144 0.78976
H 5.53478 -1.28464 -1.26839
H 4.02214 -2.84088 -1.94079
H 4.69964 0.04932 -1.96439
H 5.14395 -3.18331 0.04588
H 4.81568 -1.21672 2.03804
H 4.59095 0.63294 0.33874
H 4.72766 -3.48285 1.69781
H 2.64202 -4.18478 1.19811
H 1.02581 -3.15705 -0.17720
H 3.23255 -4.43415 -0.39305
H 3.38853 -1.55721 -3.00979
H 1.44341 -1.32488 -1.76202
P 2.53937 -0.73815 1.33218
P -1.02434 -2.05054 0.86859
C 1.54588 -1.87780 2.40006
C 0.26941 -2.67164 2.02781
H 1.28879 -1.16589 3.20087
H 2.34555 -2.56433 2.75365
H 0.54428 -3.65871 1.64419
H -0.28549 -2.81900 2.97418
C -2.67881 -2.18613 1.64255
H -3.47551 -1.99763 0.89733
H -2.78898 -1.46627 2.47334
H -2.83962 -3.20452 2.04311
C -1.30977 -2.95338 -0.71928
H -1.35307 -4.04034 -0.59210
H -0.55192 -2.71195 -1.47532
H -2.27275 -2.63324 -1.14321
C 2.84419 0.87540 2.12147
H 2.77849 1.67635 1.37460
H 3.86426 0.90016 2.55458
H 2.07265 1.07302 2.87074
C 1.99431 1.33255 -1.24577
H 1.40672 2.21266 -1.55810
H 2.31368 0.76052 -2.14695
H 2.87925 1.57490 -0.68540
F -0.32909 2.18359 2.02925
C -0.72614 0.88842 1.84481
F -0.36742 0.29441 3.04569
F -2.09926 0.88918 1.86684

Cartesian forces (eV/Å) of the 2 atoms listed first:
In -2.631 1.947 3.510
C -1.024 -0.827 -0.104